1.
# C2H4N2O

C2H4N2O in the gas phase (the ωB97M-V functional and the def2-TZVPD basis, the Open Molecules 2025 dataset).

Last column: Löwdin charge in e.
Geometry (Å):
1 O 1.995 -0.092 -0.171  0.057
2 N -0.608 1.351 0.034  0.124
3 N -1.554 -0.672 -0.129  0.111
4 C 0.905 -0.536 0.203  -0.151
5 C -0.494 0.162 0.065  -0.553
6 H 0.287 1.948 0.121  0.106
7 H -2.567 -0.444 -0.156  0.133
8 H -1.426 -1.605 0.040  0.025
9 H 0.417 -1.671 0.420  0.147

Properties
LUMO level, eV: -0.104
SMILES string: [H]/N=C(/N)C=O
Relative energy (zero: lowest compared OMol25 entry of this formula, charge and spin), eV: 1.944
HOMO-LUMO gap, hartree: 0.3447

2.
# C6H10FNO2S2

2 unconnected molecules or ions with the total composition C6H10FNO2S2 (the ωB97M-V functional and the def2-TZVPD basis, the Open Molecules 2025 dataset).

Last column: Löwdin charge in e.
Geometry (Å):
1 S -2.277 3.618 2.140  0.268
2 S -2.481 2.161 0.849  0.344
3 F -0.809 -1.949 0.678  0.018
4 O 1.478 0.118 -0.795  -0.077
5 O -3.674 1.352 0.985  -0.493
6 N 0.444 0.932 -0.398  0.067
7 C 1.373 -1.170 -0.118  -0.484
8 C -2.551 2.946 -0.821  -0.240
9 C 0.158 -0.999 0.864  -0.251
10 C 2.671 -1.422 0.635  -0.010
11 C -0.262 0.368 0.459  -0.007
12 C 1.099 -2.235 -1.172  -0.005
13 H 0.448 -1.054 1.921  0.155
14 H 3.489 -1.499 -0.077  0.090
15 H 1.068 -3.221 -0.714  0.093
16 H 0.146 -2.044 -1.663  0.094
17 H 1.889 -2.201 -1.921  0.094
18 H 2.603 -2.348 1.199  0.094
19 H -1.677 3.577 -0.930  0.048
20 H -2.549 2.146 -1.552  0.051
21 H -3.470 3.521 -0.879  0.056
22 H 2.883 -0.598 1.312  0.094

Properties
LUMO level (spin up / spin down), eV: -2.289 / -1.653
Relative energy (zero: lowest compared OMol25 entry of this formula, charge and spin), eV: 1.920
HOMO-LUMO gap (spin up / spin down), hartree: 0.2652 / 0.2754

3.
# C11H20F2NO3

2 unconnected molecules or ions with the total composition C11H20F2NO3 (the ωB97M-V functional and the def2-TZVPD basis, the Open Molecules 2025 dataset).

Last column: Löwdin charge in e.
Geometry (Å):
1 F 3.125 1.292 1.250  0.048
2 F 0.602 -1.254 0.633  -0.033
3 O 3.558 2.687 5.433  0.202
4 O 3.707 2.178 3.242  0.143
5 O 2.369 0.971 4.591  0.081
6 N -1.193 -1.511 -2.013  -0.100
7 C -1.629 -0.322 -2.814  -0.110
8 C -2.466 -0.649 0.095  -0.147
9 C 0.838 0.759 -0.796  -0.007
10 C 2.150 0.513 3.262  -0.075
11 C 3.386 0.988 2.555  -0.308
12 C -2.890 0.686 -0.648  -0.159
13 C -2.266 0.894 -2.082  -0.160
14 C 3.240 2.014 4.514  -0.538
15 C 0.944 -0.812 -0.663  -0.302
16 C 0.306 -1.643 -1.804  -0.053
17 C -2.020 -1.840 -0.806  -0.095
18 H 2.050 -1.008 -0.721  0.159
19 H -0.044 1.142 -0.233  0.082
20 H 1.792 1.264 -0.515  0.078
21 H 0.472 -2.731 -1.570  0.155
22 H 2.041 -0.571 3.233  0.139
23 H -1.742 -0.363 0.896  0.105
24 H -3.995 0.809 -0.709  0.113
25 H -1.377 -2.304 -2.644  0.179
26 H 1.240 0.970 2.864  0.142
27 H 0.681 1.021 -1.878  0.083
28 H -1.400 -2.537 -0.180  0.141
29 H -0.732 0.032 -3.388  0.133
30 H 0.799 -1.468 -2.794  0.155
31 H -2.527 1.539 -0.012  0.116
32 H -3.382 -1.001 0.644  0.129
33 H -3.079 1.301 -2.740  0.126
34 H 4.229 0.295 2.608  0.178
35 H -2.934 -2.388 -1.160  0.152
36 H -1.507 1.719 -2.041  0.102
37 H -2.345 -0.669 -3.608  0.147

Properties
LUMO level, eV: -3.290
Total charge: +1
HOMO-LUMO gap, hartree: 0.3687

4.
# C3H8N4O

C3H8N4O in the gas phase (the ωB97M-V functional and the def2-TZVPD basis, the Open Molecules 2025 dataset).

Last column: Löwdin charge in e.
Geometry (Å):
1 O -0.063 1.184 -0.533  -0.054
2 N -0.474 -0.076 -0.037  -0.209
3 N 2.155 0.741 0.340  -0.042
4 N -0.455 -0.594 -2.302  0.112
5 N 1.900 0.046 1.446  -0.007
6 C -0.848 -0.882 -1.132  -0.261
7 C -1.526 0.136 0.942  -0.056
8 C 1.290 1.267 -0.441  -0.231
9 H -2.408 0.617 0.500  0.095
10 H -1.124 0.702 1.796  0.095
11 H 1.632 1.834 -1.278  0.109
12 H -1.411 -1.794 -0.851  0.132
13 H -1.770 -0.874 1.311  0.092
14 H -0.763 -1.367 -2.958  0.075
15 H 2.739 -0.303 1.829  0.064
16 H 1.127 -0.635 1.369  0.084

Properties
LUMO level, eV: 0.764
SMILES string: [H]/N=C/N(C)O/C=N\N
Relative energy (zero: lowest compared OMol25 entry of this formula, charge and spin), eV: 4.590
HOMO-LUMO gap, hartree: 0.3336

5.
# C24H43F3S7Si4Y

A molecular structure, C24H43F3S7Si4Y (the ωB97M-V functional and the def2-TZVPD basis, the Open Molecules 2025 dataset).

Last column: Löwdin charge in e.
Geometry (Å):
1 Y -0.623 -0.476 -0.054  0.719
2 S 0.307 0.092 2.967  0.837
3 S -2.277 1.763 0.648  -0.134
4 S 0.726 2.614 0.644  0.741
5 S -2.644 -2.177 0.935  -0.161
6 S 2.775 0.046 0.498  0.823
7 S -4.230 -0.861 0.742  -0.195
8 S -3.711 0.804 1.809  -0.161
9 Si -1.460 -1.618 -3.754  0.281
10 Si 2.041 -0.397 -3.573  0.287
11 Si -0.808 2.052 -3.733  0.285
12 Si -0.112 0.035 -2.798  0.313
13 F 1.490 -9.741 1.349  0.131
14 F 3.163 -9.494 0.007  0.127
15 F 1.170 -9.761 -0.779  0.134
16 C 0.756 2.854 2.448  -0.499
17 C 2.487 -5.429 0.084  -0.017
18 C 0.956 -3.517 0.321  -0.143
19 C -0.893 -3.320 -3.189  -0.218
20 C 3.255 0.979 -3.139  -0.218
21 C 2.142 -0.566 -5.447  -0.219
22 C 2.477 2.814 0.268  -0.528
23 C 2.718 -6.796 0.052  -0.014
24 C 0.371 -7.193 0.410  -0.011
25 C -0.047 1.838 3.252  -0.553
26 C -2.606 2.391 -3.336  -0.223
27 C 0.140 -5.831 0.444  -0.005
28 C 0.742 -2.315 0.352  -0.229
29 C 0.211 3.484 -3.064  -0.225
30 C 2.096 0.008 3.251  -0.505
31 C 3.409 1.717 0.796  -0.511
32 C 2.731 -1.993 -2.860  -0.225
33 C 1.660 -7.676 0.218  -0.139
34 C 2.876 -0.689 2.145  -0.531
35 C -1.518 -1.673 -5.636  -0.217
36 C -3.224 -1.386 -3.151  -0.222
37 C 1.199 -4.930 0.287  -0.239
38 C -0.629 2.099 -5.607  -0.220
39 C 1.876 -9.159 0.196  -0.591
40 H 2.504 2.839 -0.824  0.052
41 H -3.830 -2.268 -3.386  0.033
42 H 2.917 1.950 -3.515  0.010
43 H 3.718 -7.176 -0.104  0.114
44 H 2.486 -1.694 1.984  0.039
45 H 0.149 3.522 -1.972  -0.013
46 H 3.302 -4.731 -0.054  0.116
47 H 0.055 2.051 4.319  0.081
48 H -0.859 -5.442 0.593  0.120
49 H 2.253 -0.544 4.178  0.075
50 H 1.767 0.330 -5.950  0.006
51 H 2.808 3.791 0.626  0.081
52 H 3.387 1.058 -2.056  -0.021
53 H 4.233 0.761 -3.581  0.030
54 H 3.580 1.832 1.866  0.059
55 H 2.455 1.023 3.417  0.054
56 H -1.196 1.287 -6.071  0.005
57 H -2.799 2.281 -2.263  -0.013
58 H 0.086 -3.575 -3.608  0.014
59 H 4.379 1.802 0.302  0.072
60 H 1.265 3.394 -3.347  0.006
61 H 1.804 2.861 2.749  0.057
62 H -0.167 4.435 -3.455  0.028
63 H 1.540 -1.411 -5.791  0.006
64 H -0.451 -7.888 0.533  0.123
65 H 2.274 -2.859 -3.349  0.016
66 H -1.893 -0.735 -6.056  0.007
67 H -0.523 -1.847 -6.052  0.004
68 H -1.100 1.912 2.983  -0.006
69 H 0.350 3.843 2.660  0.079
70 H -3.261 1.694 -3.867  0.013
71 H -0.807 -3.377 -2.100  0.005
72 H 0.417 1.985 -5.909  0.006
73 H 3.177 -0.733 -5.766  0.026
74 H -3.269 -1.246 -2.066  -0.027
75 H -2.175 -2.484 -5.969  0.027
76 H -1.612 -4.081 -3.512  0.030
77 H 3.815 -2.048 -3.013  0.029
78 H 2.525 -2.075 -1.791  -0.016
79 H -3.697 -0.514 -3.611  0.014
80 H 3.926 -0.770 2.433  0.079
81 H -2.884 3.409 -3.631  0.028
82 H -0.998 3.049 -6.010  0.026

Properties
LUMO level, eV: 1.886
Total charge: -1
Relative energy (zero: lowest compared OMol25 entry of this formula, charge and spin), eV: 1.381
HOMO-LUMO gap, hartree: 0.2365

6.
# C11H15NO

A molecular structure, C11H15NO (the ωB97M-V functional and the def2-TZVPD basis, the Open Molecules 2025 dataset).

Last column: Löwdin charge in e.
Geometry (Å):
1 O 1.799 -1.477 0.328  -0.191
2 N -2.846 -2.033 -0.255  -0.021
3 C 3.208 -2.021 -0.206  -0.012
4 C -1.996 1.572 0.024  -0.176
5 C 0.115 0.038 -0.047  -0.072
6 C 1.563 -0.104 0.196  -0.296
7 C 2.385 0.903 0.113  -0.082
8 C 1.799 2.221 0.014  -0.130
9 C -2.791 0.407 0.632  -0.164
10 C -0.435 1.293 -0.177  -0.155
11 C -0.758 -1.302 -0.043  -0.139
12 C 0.462 2.429 -0.253  -0.069
13 C -2.096 -0.757 -0.379  -0.473
14 H -1.909 2.541 0.474  0.084
15 H -2.421 0.105 1.735  0.161
16 H -3.880 -1.181 -0.083  0.183
17 H -0.223 -1.984 -0.743  0.122
18 H 3.218 -3.116 -1.024  0.160
19 H 0.225 3.501 -0.560  0.128
20 H 3.536 -1.263 -0.856  0.008
21 H -2.236 -0.002 -1.323  0.160
22 H -3.866 0.414 0.281  0.097
23 H 3.569 1.099 0.713  0.207
24 H 3.835 -2.315 0.876  0.143
25 H 2.591 3.053 -0.193  0.124
26 H -2.637 1.540 -1.040  0.152
27 H -2.527 -2.391 0.692  0.058
28 H -0.489 -2.038 0.970  0.192

Properties
LUMO level, eV: 0.730
Relative energy (zero: lowest compared OMol25 entry of this formula, charge and spin), eV: 9.460
HOMO-LUMO gap, hartree: 0.3427

Record order is preserved below.
DFT total energy: -263.29182, -1335.90094, -911.07538, -413.24736, -5223.77335, -557.79818 hartree
Record order is preserved below.
Maximum force: 7.9, 1.4, 2.2, 2.8, 1.8, 8.0 eV Å⁻¹